Entry from OMol25: a cluster of 10 separate species, C25H72NO13S in total (ωB97M-V with the def2-TZVPD basis set).

Each line ends with the Löwdin charge.
Atoms and positions in Å:
C 3.9331 -0.9206 6.9855  -0.060
O 2.5413 -0.6078 6.9250  -0.203
C 1.7775 -1.3093 6.0401  -0.369
S 2.0979 -0.7818 4.2867  1.199
C 1.8858 -2.3122 3.3004  -0.405
N 0.6513 -2.9980 3.4761  0.013
C 0.7381 0.4560 3.8168  -0.318
O -0.0394 0.0681 2.7783  -0.128
C -1.4159 -0.3567 2.9994  -0.185
O -1.9230 0.1329 4.1787  -0.102
C -2.2130 -0.8169 5.2148  -0.158
C -2.8342 -0.0744 6.3875  -0.223
O -4.2451 -0.1031 6.4266  -0.037
H 4.1125 -1.9869 6.8185  0.100
H 4.4833 -0.3381 6.2435  0.084
H 4.2780 -0.6501 7.9797  0.109
H 1.9553 -2.3914 6.0525  0.114
H 0.7347 -1.0859 6.2516  0.096
H 2.7593 -2.8862 3.6236  0.102
H 2.0722 -1.9942 2.2736  0.105
H 0.7526 -3.8954 3.9251  0.096
H 0.1462 -3.1112 2.6103  0.093
H 0.1967 0.7135 4.7291  0.114
H 1.3637 1.2936 3.5057  0.105
H -1.4755 -1.4443 2.9411  0.125
H -1.9422 0.0960 2.1579  0.139
H -1.3046 -1.3457 5.5183  0.104
H -2.9112 -1.5639 4.8263  0.139
H -2.4901 0.9639 6.3609  0.127
H -2.4768 -0.5210 7.3186  0.125
H -4.6064 -0.2342 5.5507  0.085
C 0.5619 0.4926 -0.5899  -0.071
C 1.3614 -0.5065 -1.3988  -0.298
O 0.6565 -1.7482 -1.5147  -0.091
H 0.3346 0.0713 0.3893  0.048
H 1.1020 1.4323 -0.4546  0.078
H -0.3866 0.7105 -1.0857  0.062
H 2.3032 -0.7535 -0.9067  0.110
H 1.5859 -0.1109 -2.3900  0.083
H -0.1722 -1.5640 -1.9691  0.064
C 2.5779 3.7870 7.2823  -0.085
C 3.4862 3.6066 6.0823  -0.315
O 4.4413 2.5635 6.2725  -0.079
H 3.1669 3.9975 8.1742  0.081
H 1.8807 4.6102 7.1241  0.078
H 1.9950 2.8804 7.4690  0.066
H 4.0753 4.5038 5.9042  0.116
H 2.8932 3.4181 5.1784  0.098
H 3.9576 1.7474 6.4224  0.035
C -3.7826 1.7978 -0.0581  -0.088
C -3.5391 1.5384 -1.5278  -0.304
O -2.8275 0.3151 -1.7474  -0.102
H -2.8323 1.8053 0.4716  0.046
H -4.2530 2.7689 0.0904  0.084
H -4.4297 1.0348 0.3852  0.075
H -2.8907 2.3148 -1.9320  0.113
H -4.4742 1.5441 -2.0943  0.111
H -3.3682 -0.4123 -1.4248  0.087
C -3.8593 1.3773 -5.7660  -0.082
C -3.8068 -0.0961 -5.4136  -0.305
O -2.5070 -0.5047 -4.9892  -0.099
H -3.1388 1.6018 -6.5527  0.078
H -4.8531 1.6582 -6.1162  0.079
H -3.6169 1.9953 -4.9009  0.063
H -4.0245 -0.7004 -6.2927  0.117
H -4.5481 -0.3425 -4.6455  0.108
H -2.2956 -0.0182 -4.1833  0.059
C 0.3323 5.3092 -0.7358  -0.089
C -0.8943 5.2452 0.1505  -0.305
O -1.2584 3.8946 0.4523  -0.100
H 0.1573 4.7578 -1.6595  0.068
H 0.5863 6.3367 -0.9944  0.081
H 1.1966 4.8628 -0.2356  0.075
H -1.7584 5.6696 -0.3580  0.114
H -0.7404 5.8102 1.0752  0.109
H -0.5131 3.4926 0.9081  0.066
C 4.0039 4.5506 -3.6393  -0.087
C 2.5408 4.8754 -3.8759  -0.324
O 2.2438 6.2499 -3.6365  -0.087
H 4.2885 4.8085 -2.6186  0.074
H 4.1999 3.4900 -3.8026  0.070
H 4.6413 5.1191 -4.3200  0.074
H 1.9125 4.3138 -3.1861  0.090
H 2.2495 4.5979 -4.8938  0.110
H 2.7842 6.7711 -4.2376  0.080
C 2.3664 -0.2777 -6.5540  -0.079
C 2.2190 -0.3096 -5.0463  -0.320
O 1.5662 0.8511 -4.5243  -0.099
H 2.9391 0.5979 -6.8603  0.077
H 2.8753 -1.1719 -6.9149  0.078
H 1.3872 -0.2314 -7.0356  0.078
H 3.1949 -0.3467 -4.5637  0.115
H 1.6517 -1.1912 -4.7364  0.082
H 0.6952 0.8945 -4.9330  0.080
C -0.3954 -4.3614 -3.8332  -0.084
C -0.1750 -3.7276 -5.1956  -0.316
O -1.3708 -3.2601 -5.7946  -0.075
H -1.0817 -5.2062 -3.9108  0.064
H 0.5455 -4.7059 -3.4014  0.077
H -0.8356 -3.6362 -3.1438  0.057
H 0.2546 -4.4500 -5.8887  0.115
H 0.5366 -2.9011 -5.1011  0.082
H -1.7602 -2.5984 -5.2089  0.047
C -2.2834 -8.1265 -2.6743  -0.093
C -2.1914 -7.5988 -1.2561  -0.330
O -1.0865 -8.1354 -0.5343  -0.085
H -2.3639 -9.2132 -2.6818  0.077
H -3.1513 -7.7103 -3.1869  0.076
H -1.3916 -7.8504 -3.2423  0.066
H -3.0734 -7.8793 -0.6818  0.110
H -2.1367 -6.5036 -1.2677  0.100
H -0.2830 -7.9163 -1.0153  0.076

Values from the calculation:
* maximum force: 0.49 eV/A
* highest occupied orbital energy: -0.4179 Ha
* frontier orbital gap: 0.3174 hartree
* DFT total energy: -66024.4709 eV
* total charge: +1
* E_LUMO: -2.7 eV